1.
Density functional theory data (wB97M-V/def2-TZVPD) for a cluster of 5 separate species, C36H57BN4O13S5 in total in a non-equilibrium geometry.

XYZ file:
```
116
Properties=species:S:1:pos:R:3:forces:R:3
C 2.91654 -3.63472 2.03244 -0.39 0.51 0.18
C 3.34890 -2.60196 0.98746 1.03 -0.50 -0.91
O 4.21141 -2.88727 0.18548 -0.38 0.19 0.53
O 2.81407 -1.33325 0.94092 -1.70 -1.97 0.79
C 1.48995 -1.36094 0.35177 -0.13 -0.32 0.10
C 1.57724 -1.21109 -1.17856 0.27 0.58 0.04
C 0.20385 -1.02965 -1.86802 0.68 -0.57 -0.38
C -0.57027 -2.35487 -2.14187 -0.60 0.59 0.45
C -0.93989 -3.09103 -0.87425 0.33 -1.30 1.15
C -1.88405 -2.84074 0.06401 -1.10 2.64 -0.69
C -2.82146 -1.64509 -0.06429 -0.47 -1.14 -0.35
C -4.11670 -2.05778 -0.80070 -0.73 0.46 -0.03
C -4.37049 -3.37611 -1.17651 0.08 -0.50 0.02
C -5.54580 -3.75733 -1.83212 -0.18 0.01 -0.33
C -6.51376 -2.81734 -2.16039 0.38 0.16 0.29
C -6.28140 -1.48427 -1.78999 -0.36 -0.19 -0.31
C -5.11255 -1.10184 -1.14276 0.14 -0.34 0.35
N -1.87802 -3.81076 1.06793 1.36 0.05 -2.37
N -2.72234 -3.90892 2.17525 0.53 1.16 -0.41
C -2.57643 -2.94972 2.94476 -0.08 -0.94 1.27
S -2.40154 -2.03474 4.18449 -0.20 0.16 -0.58
C -0.90730 -4.67233 0.72607 -0.52 -1.12 1.93
C -0.64235 -5.88123 1.64820 0.13 -2.52 0.97
O 0.09634 -5.77517 2.64329 0.22 1.67 -0.78
O -1.26330 -6.90604 1.32616 -0.51 0.86 -0.82
N -0.32358 -4.29566 -0.40645 0.16 0.38 -0.69
B 0.77703 -5.11058 -1.03382 -0.04 -0.17 0.08
O 1.84623 -4.41812 -1.57950 -0.86 0.13 0.06
N 0.58336 -6.53633 -1.03490 1.34 0.73 -1.11
C -0.20217 -6.86851 -2.24184 -1.09 0.41 0.43
C 1.84693 -7.29594 -0.93583 -0.26 -0.85 0.65
H 2.55843 -3.13995 2.94863 0.13 -0.24 -0.29
H 2.09687 -4.28771 1.68044 0.22 0.39 0.05
H 3.76118 -4.30272 2.25235 -0.22 0.42 -0.12
H 0.90117 -0.52898 0.76550 0.41 -0.33 -0.06
H 1.02764 -2.30978 0.68618 -0.12 0.39 -0.37
H 2.19624 -2.01028 -1.62125 -0.47 0.16 0.20
H 2.14928 -0.28077 -1.36450 -0.21 -0.36 0.25
H 0.39221 -0.55687 -2.85210 -0.18 -0.18 0.37
H -0.41300 -0.31818 -1.29992 0.13 -0.33 -0.13
H -1.51752 -2.07508 -2.64145 0.32 -0.22 0.15
H -0.03216 -3.01739 -2.83749 -0.06 0.26 0.35
H -3.04673 -1.15079 0.89412 0.09 -0.21 -0.28
H -2.31919 -0.92832 -0.71968 -0.11 -0.10 0.51
H -3.66166 -4.18630 -0.97018 -0.13 0.45 0.06
H -5.70409 -4.80139 -2.12301 0.19 0.36 0.23
H -7.41933 -3.12333 -2.69113 0.29 0.22 0.23
H -7.04553 -0.73944 -2.03693 0.42 -0.15 0.13
H -5.02064 -0.04146 -0.89575 0.27 -0.42 0.03
H 1.83587 -4.47268 -2.54462 0.49 -0.23 0.19
H -0.86697 -6.00493 -2.46679 0.21 -0.45 -0.03
H -0.89119 -7.71146 -2.05682 0.52 0.12 -0.16
H 0.43532 -7.03026 -3.12927 -0.19 -0.11 0.32
H 2.75719 -6.68548 -1.04897 -0.38 -0.11 -0.11
H 1.85187 -8.12673 -1.66229 0.10 0.41 0.19
H 1.87026 -7.76072 0.06793 0.12 0.18 -0.42
C 2.75474 2.98016 4.46134 -0.10 0.02 0.07
C 2.03544 1.76986 5.06684 0.12 -0.05 0.00
C 0.65936 1.67217 4.39880 0.03 -0.15 0.42
S 0.84194 2.39667 2.76652 0.41 -0.15 0.17
O 0.03663 3.59193 2.69430 -0.19 0.01 -0.13
O 0.74611 1.36522 1.76929 -0.37 0.21 -0.17
C 2.55402 2.86888 2.95385 0.37 0.16 0.16
H 3.81220 2.99507 4.72394 -0.02 0.00 -0.02
H 2.30160 3.90350 4.83155 0.04 0.01 -0.03
H 2.61001 0.86436 4.85898 -0.02 0.03 -0.02
H 1.94126 1.85588 6.14901 -0.02 -0.01 -0.03
H 0.33162 0.63960 4.29666 -0.09 0.07 -0.15
H -0.09118 2.24808 4.93875 -0.02 0.05 -0.13
H 2.73810 3.80165 2.42378 -0.15 -0.05 -0.10
H 3.16462 2.06887 2.53247 -0.13 -0.06 -0.05
C -2.19638 2.86755 -4.92930 -0.07 0.08 0.08
C -1.97409 3.64215 -3.62425 0.10 0.00 -0.08
C -2.93697 3.06728 -2.57982 0.15 0.40 0.06
S -3.22218 1.35866 -3.04942 0.17 0.62 -0.48
O -4.60454 1.20722 -3.42064 -0.04 -0.20 0.17
O -2.59047 0.49185 -2.08949 -0.12 -0.14 0.06
C -2.23251 1.39366 -4.53682 0.16 0.12 -0.36
H -1.41078 3.06749 -5.65729 -0.02 -0.02 0.01
H -3.15116 3.15903 -5.37377 0.02 -0.05 -0.02
H -0.94310 3.50340 -3.29029 -0.03 0.00 0.00
H -2.13309 4.71158 -3.75650 -0.01 -0.02 0.06
H -2.51235 3.09804 -1.57834 -0.11 -0.12 0.02
H -3.89638 3.58230 -2.59197 -0.04 -0.11 0.00
H -2.68343 0.75550 -5.29425 -0.07 -0.09 0.14
H -1.23637 1.02923 -4.28220 -0.05 -0.03 0.06
C -3.41192 7.55794 2.31410 -0.06 -0.11 0.00
C -2.83966 6.17448 2.64633 0.04 0.09 0.07
C -2.60268 5.44586 1.32016 -0.01 -0.31 0.32
S -2.29830 6.71904 0.09370 0.12 0.04 0.41
O -3.37487 6.70165 -0.86711 0.15 -0.06 -0.21
O -0.91624 6.67374 -0.31303 -0.12 -0.03 -0.34
C -2.53835 8.10980 1.19249 -0.19 0.23 0.27
H -3.41022 8.21639 3.18247 -0.01 0.00 -0.03
H -4.44382 7.45722 1.96847 0.02 0.05 -0.01
H -1.89132 6.28989 3.17634 -0.01 -0.03 -0.04
H -3.50790 5.60593 3.29263 0.03 -0.01 -0.03
H -1.73941 4.78412 1.37227 0.01 0.03 -0.13
H -3.48293 4.88486 1.00822 0.00 0.09 -0.11
H -3.00043 8.93225 0.65042 0.08 -0.07 -0.14
H -1.55912 8.40933 1.56646 0.02 -0.04 -0.08
C 6.86446 1.65447 -1.09358 -0.07 0.05 0.05
C 6.97620 2.54128 0.15269 0.07 0.02 -0.05
C 5.86555 2.11601 1.11918 0.24 0.40 0.08
S 5.53731 0.38010 0.77500 0.19 -0.12 -0.28
O 4.20498 0.25491 0.25269 1.12 1.38 -0.28
O 5.99706 -0.41961 1.88305 -0.28 0.03 0.09
C 6.69716 0.22944 -0.57662 0.26 0.12 -0.30
H 7.74090 1.74638 -1.73470 -0.03 0.00 0.00
H 5.98704 1.94573 -1.67659 0.02 -0.04 -0.01
H 7.95100 2.38777 0.62159 -0.03 -0.02 -0.01
H 6.89644 3.59969 -0.09605 0.01 -0.02 0.02
H 6.16987 2.22465 2.15884 -0.11 -0.11 0.02
H 4.94611 2.67201 0.94132 -0.04 -0.12 -0.04
H 6.30267 -0.45809 -1.32165 -0.11 -0.09 0.17
H 7.63370 -0.15367 -0.17030 -0.06 -0.04 0.04
```
Positions in Å, forces in eV/Å.

The value obtained for the lowest unoccupied orbital energy is -0.66 eV. The spin multiplicity is 1. The gap between HOMO and LUMO comes out at 7.204 eV.

***

2.
Density functional theory data (wB97M-V/def2-TZVPD) for a cluster of 6 separate species, C5H21NO7 in total in a non-equilibrium geometry.

XYZ file:
```
34
Properties=species:S:1:pos:R:3:forces:R:3
C 0.18213 -2.29617 0.49592 1.35 0.77 0.40
C 0.97391 -1.04241 0.99139 0.22 -0.02 -3.87
C 0.30942 0.19898 0.23502 0.90 -1.48 2.51
C 1.25884 1.26040 -0.18743 -1.86 0.18 -0.59
O 0.73742 2.09611 -0.89336 1.59 0.91 0.36
N 1.17821 -1.05032 2.38902 -0.76 -1.14 2.11
C 1.92761 0.04214 2.92074 1.14 0.06 1.25
O 3.27563 -0.32718 2.69228 1.29 -0.79 -0.58
H 0.81189 -3.16942 0.36112 0.08 -0.20 0.35
H -0.55591 -2.44200 1.23293 -1.10 -0.72 0.84
H -0.30811 -2.13768 -0.44727 -0.11 0.20 -0.42
H 1.97808 -1.07850 0.53539 -0.05 -0.14 -0.38
H -0.50263 0.65588 0.82282 0.12 -0.16 -0.39
H -0.05199 -0.17770 -0.71675 -0.30 0.01 0.11
H 2.31487 1.17233 0.09751 0.28 0.46 -0.23
H 1.67067 -1.98078 2.64512 -1.13 2.22 -0.32
H 1.70791 1.01810 2.48311 -0.40 -0.20 -0.32
H 1.85647 0.17519 4.03368 -0.60 -0.39 -0.88
H 3.99973 0.30076 2.65141 -0.51 0.64 0.22
H -1.92726 -0.76940 2.42806 0.27 0.06 0.00
H -3.23289 -0.23251 1.84818 0.16 0.06 -0.09
O -2.87667 -0.89922 2.44053 -0.29 -0.16 0.15
H -1.86181 0.26415 -2.89824 -0.66 -0.13 -0.16
H -2.12615 0.07773 -4.31426 -0.51 -0.34 -0.13
O -2.48347 -0.24066 -3.47151 1.19 0.51 0.16
H -3.55384 0.06831 -0.60627 0.07 0.65 0.33
H -2.30898 -0.51326 -0.97249 0.77 -0.09 0.00
O -2.60516 0.27629 -0.50478 -1.44 -0.89 -0.08
H -1.14973 2.49207 -1.49579 -0.37 -0.41 -1.17
H -2.42078 1.72584 -1.70275 -0.20 -0.06 -0.05
O -1.76075 2.19690 -2.22207 0.81 0.71 0.90
H 2.17290 0.84725 -4.07266 -0.37 0.24 -0.29
H 1.31515 2.04498 -3.46626 0.00 -0.30 -0.27
O 2.05527 1.44378 -3.33234 0.42 -0.06 0.54
```
Positions in Å, forces in eV/Å.

The value obtained for the lowest unoccupied orbital energy is 0.38 eV. The spin multiplicity is 1. The gap between HOMO and LUMO comes out at 9.839 eV. The SMILES is C[C@@H](CC=O)NCO.O.O.O.O.O.

***

3.
Density functional theory data (wB97M-V/def2-TZVPD) for an isolated molecule of C5H2O in a non-equilibrium geometry.

XYZ file:
```
8
Properties=species:S:1:pos:R:3:forces:R:3
C -1.02407 -1.87702 -0.58625 -1.22 -0.22 -1.39
C -0.03950 -2.26992 0.37357 1.03 -0.78 0.98
C 1.64897 -0.13161 -0.18224 -2.23 -0.53 0.55
C -1.08284 -0.72934 0.21253 1.31 0.34 0.18
C 0.32138 -0.91254 0.22934 1.09 1.01 -0.35
O 2.74083 -0.52101 0.06763 0.06 -0.14 -0.01
H 1.40049 0.81714 -0.68431 0.29 0.06 -0.10
H -1.79938 -0.19024 0.78969 -0.33 0.26 0.13
```
Positions in Å, forces in eV/Å.

The value obtained for the lowest unoccupied orbital energy is -0.91 eV. The spin multiplicity is 1. The gap between HOMO and LUMO comes out at 8.362 eV. The SMILES is O=C[C@]12C3=C1[C@@H]32.

***

4.
Density functional theory data (wB97M-V/def2-TZVPD) for a cluster of 2 separate species, C3H6NS2 in total in a non-equilibrium geometry.

XYZ file:
```
12
Properties=species:S:1:pos:R:3:forces:R:3
C 0.70848 1.60438 -0.86196 0.18 -0.57 -0.84
C 0.53393 -0.53138 1.65699 -1.60 0.81 -0.69
C -1.37219 -0.36060 -0.87837 1.68 -1.16 2.46
N 1.08836 -0.06731 0.62972 0.64 0.12 0.02
S 2.00712 2.18067 -1.42447 -0.42 -0.11 0.72
S -0.93543 1.40706 -0.92352 -0.42 0.62 0.11
H -0.31723 0.07220 1.94716 -0.09 0.03 0.92
H 0.63052 -1.51308 2.08134 0.66 -0.34 0.35
H -2.15942 -0.43010 -1.62463 -0.24 -0.33 0.47
H -1.49356 -0.71714 0.23705 -0.95 1.02 -2.35
H -0.49613 -0.99264 -1.09941 -0.41 0.52 -0.78
H 1.80556 -0.65206 0.26010 0.96 -0.61 -0.38
```
Positions in Å, forces in eV/Å.

The value obtained for the lowest unoccupied orbital energy is -5.72 eV. As for the total charge: +1. The spin multiplicity is 1. The gap between HOMO and LUMO comes out at 8.713 eV.

***

5.
Density functional theory data (wB97M-V/def2-TZVPD) for a cluster of 2 separate species, C9H13NO in total in a non-equilibrium geometry.

XYZ file:
```
24
Properties=species:S:1:pos:R:3:forces:R:3
C -1.30316 1.02804 0.06175 3.08 -0.42 0.89
C -0.23717 1.02404 1.04289 -2.73 0.42 2.20
C 0.74809 2.06747 1.04405 1.58 -4.30 1.89
C 0.87667 2.87078 0.01426 1.12 5.28 -2.93
C -0.15476 3.02906 -0.94557 0.85 -1.30 1.18
C -1.07387 2.01783 -0.93881 -3.38 -1.31 -0.97
C -1.17257 -2.86557 -0.99060 -0.44 1.05 -0.91
C 0.14849 -2.80474 -0.07707 -3.22 1.14 -4.45
C 1.43155 -1.02946 0.88842 2.09 -1.52 0.08
H -2.02239 0.10096 -0.04927 1.04 2.53 0.25
H -0.30359 0.28670 1.97616 0.00 1.93 -2.35
H 1.74663 1.94994 1.57394 -1.84 -0.04 0.28
H 1.81103 3.58842 -0.04017 -2.01 -1.48 0.11
H -0.21576 3.83256 -1.64667 0.30 0.11 -0.50
H -1.82030 1.91717 -1.75064 0.48 0.65 0.27
H -1.46731 -1.74368 -0.87640 -0.74 -2.61 -1.01
H -1.97086 -3.53784 -0.62531 0.43 0.38 -0.06
H -1.05726 -3.07962 -2.15947 0.34 0.35 2.74
H -0.60810 -0.79309 -0.00208 3.03 -2.32 0.95
H 2.14036 -1.87344 1.30220 -1.70 1.06 -1.50
H 2.05141 -0.35748 0.26202 -0.43 -0.56 -0.02
H 1.25649 -0.49653 1.77618 -0.28 0.59 1.00
N 0.19406 -1.49926 0.24973 1.21 1.49 1.61
O 1.00231 -3.63227 -0.08952 1.21 -1.14 1.23
```
Positions in Å, forces in eV/Å.

The value obtained for the lowest unoccupied orbital energy is 0.46 eV. The spin multiplicity is 1. The gap between HOMO and LUMO comes out at 9.797 eV. The SMILES is CNC(C)=O.c1ccccc1.

***

6.
Density functional theory data (wB97M-V/def2-TZVPD) for a cluster of 2 separate species, C2H9NS2 in total in a non-equilibrium geometry.

XYZ file:
```
14
Properties=species:S:1:pos:R:3:forces:R:3
S -3.86079 0.57493 -6.55256 0.29 -0.83 -0.33
S -3.15394 2.46911 -6.28180 -0.60 0.36 -0.07
H -4.82762 0.37268 -5.63875 -0.06 0.59 0.06
H -2.55838 2.31182 -5.10822 0.36 -0.12 0.33
C 0.73768 0.18423 1.98406 0.08 -0.38 -1.21
C 1.72266 -1.05266 2.02259 1.38 0.65 -0.84
N 2.09149 -1.31827 3.36117 -0.64 1.14 -0.31
H 0.74940 0.87107 2.82726 -0.35 -0.51 0.32
H 1.12655 0.78447 1.16424 0.17 0.05 -0.11
H -0.20401 -0.20772 1.61215 -0.45 0.35 0.78
H 1.38049 -1.92433 1.49163 -1.14 -0.54 0.28
H 2.57295 -0.80377 1.39429 0.59 0.13 0.60
H 1.29669 -1.40412 3.99648 0.31 -0.49 0.32
H 2.92684 -0.85743 3.72747 0.05 -0.41 0.17
```
Positions in Å, forces in eV/Å.

The value obtained for the lowest unoccupied orbital energy (spin up / spin down) is -3.78 / -8.86 eV. As for the total charge: +1. The spin multiplicity is 2. The gap between HOMO and LUMO (spin up / spin down) comes out at 6.853 / 1.767 eV. Its expectation value of S² is 0.75.

***

7.
Density functional theory data (wB97M-V/def2-TZVPD) for a structure of composition H6O15S3Zn in a non-equilibrium geometry.

XYZ file:
```
25
Properties=species:S:1:pos:R:3:forces:R:3
Zn -0.08087 -0.11199 -0.01037 0.07 0.38 -1.19
S -1.22131 1.36115 -2.67961 -1.60 2.62 -2.83
O -0.00094 1.69114 -3.37418 0.73 0.26 -0.71
O -1.80880 2.42172 -1.89470 -0.70 2.68 1.31
O -2.27949 1.04614 -3.71250 0.06 -1.58 0.06
O -0.97704 0.32226 -1.70490 0.20 -4.07 1.36
S 0.54902 -1.84342 2.81547 0.97 1.00 2.01
O 0.28595 -1.10670 1.56844 0.86 -1.05 -0.25
O 1.25359 -3.12593 2.68226 0.79 -0.64 -1.20
O 1.29128 -0.96772 3.75712 0.21 -0.03 -0.25
O -0.75500 -2.12675 3.37552 -3.10 -0.71 1.18
S 2.40035 1.79700 -0.51176 2.63 -0.12 -3.20
O 1.36443 1.02990 0.17468 -0.26 -0.32 1.95
O 2.43259 1.35752 -1.92258 0.88 -0.99 0.27
O 2.08060 3.18696 -0.51888 -1.17 3.57 0.88
O 3.71727 1.64598 0.15862 0.26 -0.85 0.48
O -2.13374 -1.36169 0.09237 -0.72 -0.04 -0.42
H -2.57085 -0.94539 0.83525 0.07 -0.15 0.30
H -2.38920 -2.28244 0.14881 0.32 -0.26 0.24
O -1.15891 1.10329 1.26970 -1.30 0.63 0.52
H -0.98567 1.86122 1.82807 0.66 0.15 -0.19
H -2.00618 0.77342 1.56893 -0.06 -0.04 0.12
O 0.83673 -1.63669 -1.08559 0.23 -1.30 -0.64
H 1.69482 -2.05023 -0.99127 0.33 0.33 0.52
H 0.46133 -2.03884 -1.86891 -0.35 0.49 -0.33
```
Positions in Å, forces in eV/Å.

The value obtained for the lowest unoccupied orbital energy is 8.68 eV. As for the total charge: -4. The spin multiplicity is 1. The gap between HOMO and LUMO comes out at 3.622 eV.

***

8.
Density functional theory data (wB97M-V/def2-TZVPD) for a cluster of 2 separate species, C3H11N4S in total.

XYZ file:
```
19
Properties=species:S:1:pos:R:3:forces:R:3
C 2.36793 -0.98003 -0.78652 -0.23 0.03 0.42
C 1.35359 -0.03787 -0.11350 0.04 -0.18 -0.54
S 0.41595 0.94755 -1.33205 -0.07 0.03 -0.08
N 3.22158 -0.37498 -1.79324 0.27 -0.34 -0.23
H 1.80371 -1.79985 -1.23961 0.00 0.02 -0.13
H 2.99715 -1.42988 -0.00694 0.05 -0.02 -0.09
H 1.87057 0.61981 0.58571 0.02 0.06 0.14
H 0.65356 -0.67131 0.43182 0.00 0.05 0.32
H 3.98507 0.12951 -1.36786 -0.04 0.19 0.14
H 2.65345 0.28997 -2.30809 -0.09 0.15 -0.02
N -1.65223 1.22104 1.18908 -0.01 0.11 -0.13
C -2.61106 0.24401 1.04739 -0.09 -0.09 0.08
N -2.48761 -0.44315 -0.12922 0.09 -0.02 -0.13
N -3.54067 -0.06360 1.89002 -0.02 0.05 0.03
H -1.90489 2.02566 1.73365 -0.07 -0.01 0.07
H -1.09775 1.41144 0.34257 0.14 0.04 0.20
H -1.66133 -0.25996 -0.69767 0.03 0.00 -0.03
H -2.88873 -1.36073 -0.15783 -0.08 -0.04 0.07
H -3.47827 0.53237 2.71231 0.07 -0.03 -0.08
```
Positions in Å, forces in eV/Å.

The value obtained for the lowest unoccupied orbital energy is 3.93 eV. As for the total charge: -1. The spin multiplicity is 1. The gap between HOMO and LUMO comes out at 7.265 eV.

***

The evaluated DFT total energy for the records listed, in turn: -4618.8418; -784.4715; -266.6975; -968.6701; -480.6077; -932.3594; -4105.8317; -738.1885 Eh.